[1]
{
  "formula": "CH5NO3",
  "method": "ωB97M-V/def2-TZVPD",
  "multiplicity": 1,
  "fmax_ha_per_bohr": 0.0720,
  "homo_ev": -10.2,
  "de_lowest_kj_mol": 88.7,
  "homo_lumo_gap_ev": 10.86,
  "symbols": ["N", "C", "O", "O", "H", "H", "H", "O", "H", "H"],
  "coordinates": [[1.125, 1.656, -0.978], [1.164, 1.329, 0.383], [0.536, 0.462, 0.940], [1.574, 2.427, 1.083], [0.947, 0.855, -1.565], [0.673, 2.556, -1.109], [1.390, 2.276, 2.018], [-2.698, -3.630, -0.500], [-1.877, -4.096, -0.704], [-2.835, -3.837, 0.432]]
}

[2]
{
  "formula": "C30H77F6LiN8O11S2",
  "method": "ωB97M-V/def2-TZVPD",
  "multiplicity": 1,
  "fmax_ha_per_bohr": 0.0450,
  "homo_ev": -8.4,
  "homo_lumo_gap_ev": 8.00,
  "symbols": ["Li", "C", "F", "F", "F", "S", "O", "O", "N", "S", "O", "O", "C", "F", "F", "F", "C", "C", "C", "O", "C", "N", "H", "H", "H", "H", "H", "H", "H", "H", "H", "H", "H", "C", "C", "C", "O", "C", "N", "H", "H", "H", "H", "H", "H", "H", "H", "H", "H", "H", "C", "C", "C", "O", "C", "N", "H", "H", "H", "H", "H", "H", "H", "H", "H", "H", "H", "C", "C", "C", "O", "C", "N", "H", "H", "H", "H", "H", "H", "H", "H", "H", "H", "H", "C", "C", "C", "O", "C", "N", "H", "H", "H", "H", "H", "H", "H", "H", "H", "H", "H", "C", "C", "C", "O", "C", "N", "H", "H", "H", "H", "H", "H", "H", "H", "H", "H", "H", "C", "C", "C", "O", "C", "N", "H", "H", "H", "H", "H", "H", "H", "H", "H", "H", "H"],
  "coordinates": [[-0.137, -2.856, -1.431], [2.061, -2.193, 1.115], [2.842, -1.807, 0.121], [1.845, -3.517, 1.013], [2.644, -1.983, 2.269], [0.416, -1.342, 1.098], [-0.557, -2.262, 1.614], [0.538, -0.158, 1.873], [0.145, -1.212, -0.559], [0.118, 0.387, -0.812], [-1.007, 1.008, -0.187], [1.359, 1.060, -0.577], [-0.073, 0.495, -2.641], [-0.331, 1.782, -2.888], [1.043, 0.161, -3.284], [-1.094, -0.254, -3.086], [-3.780, 2.712, -1.668], [-3.950, 1.200, -1.622], [-4.701, 0.737, -0.373], [-4.530, -0.651, -0.206], [-3.370, -1.015, 0.518], [-4.670, 0.744, -2.836], [-3.383, 2.985, -2.651], [-3.071, 3.078, -0.924], [-4.725, 3.254, -1.563], [-2.963, 0.757, -1.666], [-5.767, 0.914, -0.527], [-4.382, 1.252, 0.544], [-3.324, -0.470, 1.469], [-2.475, -0.734, -0.042], [-3.415, -2.090, 0.664], [-4.792, -0.264, -2.699], [-5.641, 1.053, -2.798], [1.712, -7.873, 6.182], [1.558, -6.404, 6.617], [0.239, -5.812, 6.182], [0.030, -5.830, 4.791], [0.757, -4.850, 4.105], [1.687, -6.176, 8.065], [2.065, -7.909, 5.151], [0.753, -8.381, 6.269], [2.468, -8.340, 6.812], [2.407, -5.846, 6.213], [0.232, -4.777, 6.563], [-0.615, -6.314, 6.639], [1.834, -4.882, 4.345], [0.448, -3.837, 4.393], [0.711, -5.002, 3.030], [0.970, -6.661, 8.587], [2.611, -6.404, 8.397], [3.305, -4.299, -3.082], [1.934, -3.688, -2.893], [1.019, -3.828, -4.070], [-0.181, -3.165, -3.691], [-1.018, -2.781, -4.760], [1.165, -4.339, -1.751], [3.305, -5.291, -3.517], [3.847, -4.264, -2.128], [3.933, -3.584, -3.627], [1.959, -2.619, -2.670], [0.816, -4.882, -4.336], [1.423, -3.418, -5.007], [-0.995, -3.511, -5.575], [-0.704, -1.822, -5.184], [-2.022, -2.708, -4.350], [1.878, -4.775, -1.166], [0.728, -5.181, -2.135], [1.951, 3.971, -1.370], [2.477, 5.395, -1.544], [3.082, 5.603, -2.915], [3.718, 6.870, -2.936], [3.801, 7.434, -4.221], [1.391, 6.361, -1.372], [1.528, 3.664, -2.329], [1.217, 3.939, -0.574], [2.812, 3.317, -1.235], [3.283, 5.654, -0.837], [2.264, 5.594, -3.648], [3.781, 4.785, -3.138], [2.864, 7.921, -4.501], [4.076, 6.686, -4.978], [4.636, 8.137, -4.226], [1.693, 7.320, -1.434], [0.855, 6.174, -0.539], [5.554, 1.049, 3.596], [4.556, 0.291, 4.469], [5.321, -0.608, 5.450], [6.092, -1.636, 4.844], [5.410, -2.464, 3.949], [3.699, 1.201, 5.238], [6.311, 1.458, 4.275], [5.120, 1.890, 3.060], [6.092, 0.359, 2.947], [3.938, -0.402, 3.897], [4.573, -1.064, 6.119], [6.025, -0.027, 6.043], [4.638, -3.051, 4.466], [6.127, -3.195, 3.559], [5.045, -1.957, 3.054], [3.776, 2.149, 4.892], [2.727, 0.952, 5.104], [-4.310, 2.077, -6.554], [-3.541, 0.768, -6.638], [-2.874, 0.566, -7.976], [-3.786, 0.631, -9.064], [-4.556, -0.517, -9.224], [-2.504, 0.742, -5.584], [-4.673, 2.294, -5.552], [-5.131, 2.072, -7.274], [-3.654, 2.911, -6.826], [-4.260, -0.056, -6.495], [-2.361, -0.408, -7.988], [-2.170, 1.373, -8.186], [-5.127, -0.491, -10.150], [-5.283, -0.653, -8.409], [-3.932, -1.425, -9.233], [-1.902, -0.061, -5.766], [-2.925, 0.543, -4.679], [-2.817, 1.951, 4.530], [-2.544, 3.097, 3.543], [-2.677, 4.448, 4.253], [-4.033, 4.800, 4.265], [-4.300, 5.902, 5.068], [-1.242, 2.998, 2.905], [-3.729, 2.118, 5.107], [-2.010, 1.813, 5.258], [-2.871, 1.009, 3.976], [-3.317, 3.005, 2.777], [-2.031, 5.201, 3.786], [-2.334, 4.298, 5.289], [-5.375, 6.079, 5.070], [-3.804, 6.812, 4.695], [-3.982, 5.794, 6.116], [-1.042, 2.050, 2.595], [-0.470, 3.178, 3.541]]
}